Record 1
This record from the OMol25 dataset describes a molecular structure, C4H11N2O. The level of theory is the ωB97M-V functional and the def2-TZVPD basis.

```
18
Properties=species:S:1:pos:R:3
C 0.82228 -1.56792 -0.12232
C -0.47080 -1.13321 0.51187
C -0.58761 0.28463 1.10842
C -0.36994 1.42052 0.13735
N -1.07978 2.54382 0.27260
O 0.51397 1.38431 -0.74082
N 1.07087 -0.80727 -1.37704
H 0.91623 -2.59004 -0.46445
H 1.61807 -1.53476 0.62806
H -0.76211 -1.82623 1.28394
H -1.28744 -1.19151 -0.21830
H 0.35465 0.44474 1.64266
H -1.45160 0.31136 1.76001
H -0.88727 3.21237 -0.39853
H -1.71467 2.75041 1.00664
H 0.39153 -1.12249 -2.04810
H 0.91852 0.25221 -1.20394
H 2.00511 -0.83093 -1.77806
```

Results
HOMO energy, eV: -14.880
Electronic energy, Ha: -343.54388
HOMO-LUMO gap, Ha: 0.4419
E_LUMO, eV: -2.9
Net charge: +1

=====

Record 2
This record from the OMol25 dataset describes 2 unconnected molecules or ions with the total composition C4H11N2O. The level of theory is the ωB97M-V functional and the def2-TZVPD basis.

```
18
Properties=species:S:1:pos:R:3
C -1.11494 -0.84824 1.71457
C -0.56038 -1.18019 0.45008
C 1.83691 -1.35705 -0.03535
C -0.01594 2.06232 -0.95816
N 0.36267 -1.38593 -0.35549
N -1.10130 1.27355 -0.43924
O -1.79708 -1.29027 0.52798
H -1.01347 -1.71253 2.52814
H -1.20490 0.22504 1.91808
H 1.88145 -0.68681 0.91478
H 2.27470 -2.39005 0.19382
H 2.41481 -0.94820 -0.76885
H -0.02698 3.13120 -1.30813
H 0.76886 2.11954 -0.22640
H 0.40199 1.52341 -1.81853
H 0.09844 -1.51988 -1.34439
H -1.73180 1.02056 -1.22566
H -1.47306 1.96350 0.23276
```

Results
HOMO energy, eV: -13.645
Electronic energy, Ha: -343.39748
HOMO-LUMO gap, Ha: 0.3875
E_LUMO, eV: -3.1
Net charge: +1

=====

Record 3
This record from the OMol25 dataset describes a gas-phase ion, C4H11N2O (charge +1). The level of theory is the ωB97M-V functional and the def2-TZVPD basis.

```
18
Properties=species:S:1:pos:R:3
C 0.24564 0.66831 -1.70940
C -1.62152 0.83084 -0.19231
C 1.26143 -1.61389 0.39410
C -0.11227 0.43544 -0.30795
N 0.74281 1.09694 0.73668
N -0.01432 -1.05595 -0.05004
O 0.04223 -0.18826 -2.54878
H 0.64168 1.65943 -1.84179
H -2.23288 0.07232 -0.72175
H -1.93163 1.10986 0.84837
H -1.71211 1.83266 -0.74817
H 1.23387 -2.70497 0.44298
H 2.09409 -1.36914 -0.26639
H 1.55104 -1.16491 1.43006
H 0.81433 2.10396 0.52898
H 1.72361 0.64396 0.47518
H -0.32488 -1.50276 -0.93244
H -0.61628 -1.33181 0.72431
```

Results
HOMO energy, eV: -14.743
Electronic energy, Ha: -343.47199
HOMO-LUMO gap, Ha: 0.3992
E_LUMO, eV: -3.9
Structure (SMILES): C[NH2+][C@@](C)(N)C=O
Net charge: +1

=====

Record 4
This record from the OMol25 dataset describes a gas-phase ion, C4H11N2O (charge +1). The level of theory is the ωB97M-V functional and the def2-TZVPD basis.

```
18
Properties=species:S:1:pos:R:3
C 0.37437 -0.10325 0.40828
C -1.83345 -0.33409 -1.22526
C 1.59704 -0.96605 -0.21514
C -1.36393 0.34860 -0.04330
N 0.96216 1.22995 0.70992
N 2.66763 -0.36724 -0.09566
O -1.95878 0.02483 1.20401
H 0.11595 -0.58960 1.29792
H -1.42846 -1.40160 -1.45091
H -1.40475 0.26068 -2.00281
H -2.84807 -0.43718 -1.22811
H 1.30540 -1.94667 -0.40664
H -1.10627 1.39282 -0.17888
H 0.72004 1.56381 1.68459
H 3.49056 -0.88138 -0.26489
H 2.08930 1.15147 0.54686
H 0.74639 1.97884 0.05131
H -2.12514 -0.92392 1.20868
```

Results
HOMO energy, eV: -14.121
Electronic energy, Ha: -343.41743
HOMO-LUMO gap, Ha: 0.3986
E_LUMO, eV: -3.3
Structure (SMILES): [H]/N=C/[C@@H]([NH3+])[C@@H](C)O
Net charge: +1

=====

Record 5
This record from the OMol25 dataset describes a gas-phase ion, C4H11N2O (charge +1). The level of theory is the ωB97M-V functional and the def2-TZVPD basis.

```
18
Properties=species:S:1:pos:R:3
N -1.20201 1.01063 1.55054
C -0.10197 0.33826 0.71381
C 0.92321 1.34899 0.22795
C -0.89993 -0.45869 -0.33526
N -0.21797 -0.99557 -1.36277
C 0.97765 -1.80590 -1.24213
O -2.11236 -0.33159 -0.32797
H -0.98419 1.06032 2.54303
H -2.08511 0.55650 1.21869
H -1.32424 1.96447 1.19852
H 0.32686 -0.29066 1.49594
H 0.46055 2.19076 -0.30262
H 1.48614 0.88020 -0.57940
H 1.48215 1.68693 1.08731
H -0.70496 -1.04517 -2.24526
H 0.78060 -2.88142 -1.30095
H 1.71415 -1.64962 -2.03556
H 1.48145 -1.57844 -0.30387
```

Results
HOMO energy, eV: -14.109
Electronic energy, Ha: -343.52115
HOMO-LUMO gap, Ha: 0.3950
E_LUMO, eV: -3.4
Structure (SMILES): CNC(=O)[C@@H](C)[NH3+]
Net charge: +1

=====

Record 6
This record from the OMol25 dataset describes a gas-phase ion, C4H11N2O (charge +1). The level of theory is the ωB97M-V functional and the def2-TZVPD basis.

```
18
Properties=species:S:1:pos:R:3
C -2.31597 -1.03790 0.18666
C -1.47769 -0.19289 -0.48750
C -0.60279 0.65363 0.36042
C 1.10341 -0.08712 0.37005
N 1.00136 -1.38851 0.04239
N 1.85475 0.70184 -0.65074
O -0.18127 1.94472 0.03474
H -3.14423 -1.46924 -0.20702
H -2.35653 -0.97795 1.28944
H -1.35207 -0.18262 -1.57109
H -0.89064 0.64917 1.46574
H 1.61247 0.24081 1.30735
H 0.16561 -1.77382 -0.43123
H 1.27970 -2.09032 0.75433
H 1.87604 0.00643 -1.50958
H 1.24232 1.47637 -0.93043
H 2.89742 0.88615 -0.49612
H -0.71188 2.64125 0.47260
```

Results
HOMO energy, eV: -13.416
Electronic energy, Ha: -343.43257
HOMO-LUMO gap, Ha: 0.3779
E_LUMO, eV: -3.1
Structure (SMILES): C=C[C@H](O)[C@@H](N)[NH3+]
Net charge: +1

=====

Record 7
This record from the OMol25 dataset describes a gas-phase ion, C4H11N2O (charge +1). The level of theory is the ωB97M-V functional and the def2-TZVPD basis.

```
18
Properties=species:S:1:pos:R:3
O -1.88018 0.74490 -1.06625
C -1.60031 0.15107 -0.08010
N -2.56359 -0.23472 0.77514
C -0.17876 -0.26845 0.17576
N 0.05173 -0.83662 -1.25099
C 2.34796 0.53983 0.44526
C 0.77900 0.81830 0.41967
H -2.48538 -1.14518 1.00187
H -3.48877 0.18479 0.80287
H -0.20913 -1.12565 0.90692
H -0.22525 -0.27638 -2.03182
H -0.56779 -1.60913 -1.44076
H 1.05307 -1.26600 -1.40940
H 2.68147 0.28368 -0.59636
H 2.41802 -0.27444 1.19855
H 2.60317 1.52895 0.69381
H 0.69764 1.02090 1.56951
H 0.56710 1.76413 -0.11367
```

Results
HOMO energy, eV: -14.474
Electronic energy, Ha: -343.47765
HOMO-LUMO gap, Ha: 0.3969
E_LUMO, eV: -3.7
Structure (SMILES): CC[C@H]([NH3+])C(N)=O
Net charge: +1

=====

Record 8
This record from the OMol25 dataset describes a molecular structure, C4H11N2O. The level of theory is the ωB97M-V functional and the def2-TZVPD basis.

```
18
Properties=species:S:1:pos:R:3
C 2.93412 -2.00186 1.66644
C 1.79603 -1.17727 1.28391
C -3.15043 0.69656 -0.53965
C -1.83784 0.97125 -0.53570
N -0.26043 1.87719 -2.16442
O -1.05514 0.46607 0.46586
N 1.30012 -0.91444 0.12056
H 1.40105 -3.17244 1.56159
H 3.68889 -2.24694 0.92849
H 3.21124 -1.92871 2.72620
H 1.41508 -0.68614 2.16378
H -3.86942 0.90451 -1.35709
H -3.74512 0.25085 0.32426
H -0.24763 2.01168 -3.16455
H 0.02015 2.71052 -1.65319
H -0.18790 0.32252 0.00956
H 1.77725 -1.23445 -0.72491
H -1.27423 1.55226 -1.38662
```

Results
HOMO energy, eV: -12.577
Electronic energy, Ha: -343.11067
HOMO-LUMO gap, Ha: 0.1425
E_LUMO, eV: -8.7
Net charge: +1